Entry from the Open Molecules 2025 dataset: a 2-piece molecular cluster, H4O2 overall in a non-equilibrium geometry (wB97M-V/def2-TZVPD).

Geometry as XYZ:
```
6
Properties=species:S:1:pos:R:3:mulliken_charge:R:1
O 1.560 -0.244 -0.089 -0.672
O -1.207 -0.216 -0.191 -0.703
H -0.985 -0.571 0.702 0.359
H 1.762 0.672 0.099 0.302
H 0.674 -0.221 -0.560 0.376
H -1.804 0.579 0.039 0.338
```

The value obtained for the LUMO energy is 0.7 eV. As for the orbital gap: 0.4284 Eh. The relative energy (zero: lowest compared OMol25 entry of this formula, charge and spin) is 0.1821 eV. Its molar mass is 36.03 g mol⁻¹. Its HOMO energy is -0.4037 hartree. The max |F| is 2.69 eV/Å. As for the total energy: -4159.75684 eV.